Entry 1:
# C38H48BiN3O2S4

C38H48BiN3O2S4 as an isolated structure in a non-equilibrium geometry (ωB97M-V with the def2-TZVPD basis set, the OMol25 dataset).

Geometry as XYZ:
```
96
Properties=species:S:1:pos:R:3:forces:R:3:lowdin_charge:R:1
Bi 0.153445 2.051802 -0.400577 -0.117 -0.058 0.281 1.674
C 2.733425 -5.185202 0.553789 -0.022 0.130 -0.034 -0.037
C 1.475203 -4.722249 -0.193428 -0.021 -0.138 -0.001 -0.548
C 0.241176 -5.140270 0.607160 0.078 0.110 -0.078 -0.059
C 1.404763 -5.399004 -1.574222 -0.060 0.011 0.070 -0.035
C 1.505162 -3.224775 -0.451751 -0.437 0.198 0.529 -0.197
C 0.536451 -2.382809 -0.000384 0.864 -1.034 1.013 -0.034
C 0.503883 -1.023421 -0.420338 0.027 0.912 0.970 -0.394
N -0.303071 -0.088865 0.024487 0.424 0.069 -0.268 -0.105
C -1.377978 -0.238623 0.905939 -0.397 -0.105 0.653 -0.255
C -2.236394 -1.331008 0.922301 0.197 0.150 -0.153 -0.018
C -3.242076 -1.425052 1.868099 -0.021 0.024 0.259 -0.171
C -3.343544 -0.396561 2.805306 -0.125 -0.054 -0.098 0.026
C -2.549910 0.743623 2.788106 0.059 0.184 -0.176 -0.089
C -1.571635 0.858849 1.775833 -0.226 -0.323 0.096 -0.325
O -0.819725 1.941258 1.611348 0.299 0.014 -0.228 -0.365
C -2.701652 1.848318 3.837600 0.214 0.020 -0.033 -0.535
C -1.356728 1.967665 4.577706 -0.085 0.017 -0.031 -0.045
C -3.047433 3.184582 3.161915 0.037 -0.105 0.051 -0.041
C -3.785413 1.535308 4.870883 0.128 0.028 -0.089 -0.071
C -4.175145 -2.631221 1.860662 -0.060 -0.023 -0.067 -0.553
C -5.247345 -2.560373 2.951450 0.121 0.039 -0.084 -0.068
C -3.362614 -3.916158 2.078323 -0.098 0.031 -0.022 -0.044
C -4.897060 -2.695543 0.503988 0.019 -0.018 0.086 -0.044
C 1.499501 -0.552227 -1.407031 0.007 -0.453 0.021 -0.641
O 1.459792 0.676137 -1.759136 0.023 0.622 0.213 -0.330
C 2.665170 -1.404701 -1.638844 0.962 -0.505 0.650 -0.153
C 2.590826 -2.695451 -1.227658 0.555 0.389 -0.174 -0.023
C 3.933647 -0.785589 -2.211424 0.026 0.098 -0.116 -0.524
C 5.068889 -1.806734 -2.305870 -0.146 0.011 0.048 -0.062
C 3.694088 -0.190173 -3.607517 -0.109 -0.032 0.102 -0.028
C 4.376958 0.338283 -1.253009 -0.082 -0.038 -0.021 -0.030
H 2.646721 -6.241650 0.810434 0.006 -0.028 -0.026 0.086
H 3.632484 -5.060502 -0.049876 0.031 0.012 0.006 0.077
H 2.861074 -4.617611 1.476557 0.007 -0.022 0.042 0.093
H 0.217828 -6.224718 0.713151 0.033 -0.025 0.011 0.089
H 0.241961 -4.701709 1.605762 -0.034 0.005 0.041 0.093
H -0.669194 -4.834569 0.090880 -0.073 -0.010 0.029 0.080
H 1.279923 -6.476530 -1.460805 0.031 -0.039 0.006 0.089
H 0.554788 -5.008091 -2.135137 -0.041 -0.052 -0.043 0.086
H 2.303902 -5.214961 -2.161409 0.031 -0.014 -0.011 0.082
H -0.184988 -2.704599 0.732048 -0.140 -0.043 -0.155 0.104
H -2.130339 -2.074660 0.143369 -0.013 -0.096 0.026 0.108
H -4.109258 -0.465962 3.562199 0.009 -0.027 0.023 0.084
H -0.574513 2.280481 3.890837 0.051 0.010 -0.001 0.069
H -1.423052 2.694229 5.390449 -0.031 0.021 0.025 0.081
H -1.078154 0.998304 4.995756 0.008 0.015 0.081 0.089
H -2.271817 3.462898 2.455478 -0.002 0.034 -0.057 0.066
H -3.993767 3.102902 2.625145 -0.052 0.041 0.006 0.089
H -3.132587 3.974045 3.912211 -0.060 0.001 0.036 0.082
H -3.565217 0.609352 5.404401 -0.084 -0.043 0.012 0.085
H -3.817772 2.339953 5.606573 0.000 0.039 0.009 0.082
H -4.771777 1.467189 4.409690 -0.036 -0.070 0.023 0.086
H -4.804723 -2.542142 3.947947 -0.020 0.038 0.048 0.086
H -5.881703 -1.682211 2.825651 -0.011 0.040 0.054 0.089
H -5.883432 -3.443667 2.882793 -0.017 -0.022 0.019 0.081
H -2.789312 -3.864126 3.005315 -0.020 0.021 0.040 0.091
H -4.038171 -4.771894 2.139138 0.039 -0.084 -0.035 0.084
H -2.661667 -4.090459 1.261414 0.009 0.005 -0.033 0.059
H -5.343328 -1.728021 0.269981 -0.048 -0.008 -0.008 0.092
H -4.215887 -2.954463 -0.307386 0.026 0.016 -0.020 0.077
H -5.691223 -3.444255 0.537660 0.013 -0.052 -0.070 0.081
H 3.415301 -3.358985 -1.441792 0.010 0.005 0.012 0.099
H 4.806881 -2.629275 -2.972881 0.044 -0.044 -0.019 0.088
H 5.960521 -1.321350 -2.702393 -0.004 0.032 -0.031 0.086
H 5.318771 -2.211231 -1.323775 0.027 -0.046 0.000 0.088
H 3.379552 -0.963411 -4.310305 0.031 -0.015 -0.043 0.092
H 2.926187 0.578612 -3.569225 -0.028 0.024 -0.048 0.074
H 4.621500 0.259687 -3.967268 0.001 -0.024 -0.048 0.087
H 4.471317 -0.041113 -0.233465 0.073 -0.012 0.017 0.094
H 5.342723 0.734283 -1.569828 0.052 -0.029 -0.011 0.087
H 3.656443 1.151795 -1.254866 0.011 0.047 0.013 0.069
S -0.793462 -0.269480 -3.358631 -0.642 0.325 -0.480 0.152
S 0.215871 -1.725145 -2.518544 -1.467 -0.217 -2.395 0.637
S -2.448853 0.190005 -2.133251 -0.029 -0.370 -0.358 0.031
S -2.108587 2.131298 -1.619780 -0.061 0.153 -0.141 -0.002
C 0.554589 3.823909 -5.296063 0.091 0.060 0.083 -0.042
C 1.276394 5.003520 -5.247093 -0.060 -0.015 -0.052 -0.058
C 1.656292 5.509151 -4.014822 -0.060 -0.025 0.021 -0.015
C 1.313907 4.801312 -2.866890 -0.060 0.058 -0.341 -0.225
N 0.608488 3.668023 -2.913616 0.165 0.110 0.276 0.066
C 0.232419 3.204552 -4.096158 0.014 -0.053 -0.206 -0.142
C 1.716495 5.281883 -1.523683 0.120 0.211 0.240 -0.238
C 1.714134 6.635680 -1.195320 0.040 -0.019 -0.054 -0.011
C 2.077457 7.015580 0.085683 0.042 -0.019 0.055 -0.056
C 2.445840 6.041664 1.000474 -0.071 -0.023 -0.099 -0.053
C 2.427875 4.721619 0.578233 0.134 0.079 0.107 -0.154
N 2.073601 4.347237 -0.644317 0.093 0.008 -0.062 0.027
H 0.255463 3.384505 -6.236928 -0.064 0.007 0.011 0.108
H 1.536353 5.529206 -6.156462 0.035 -0.006 -0.007 0.109
H 2.220810 6.429279 -3.954305 0.041 -0.018 0.070 0.111
H -0.350794 2.295263 -4.084915 -0.024 -0.048 0.030 0.041
H 1.424792 7.376840 -1.926866 -0.069 -0.004 -0.014 0.112
H 2.070842 8.058559 0.372129 -0.015 0.027 -0.026 0.110
H 2.726371 6.292229 2.013328 0.028 -0.001 0.002 0.106
H 2.723050 3.921931 1.249662 -0.044 0.002 0.054 0.109
```
Positions in Å, forces in eV/Å.

Computed properties:
Charge: 0
Spin multiplicity: 1
LUMO in eV: -0.26
Largest force on an atom in eV/Å: 2.82


Entry 2:
# C3H6N4O

One molecule with the formula C3H6N4O in a non-equilibrium geometry (ωB97M-V with the def2-TZVPD basis set, the OMol25 dataset).

Geometry as XYZ:
```
14
Properties=species:S:1:pos:R:3:forces:R:3:lowdin_charge:R:1
H 0.235228 2.579542 -0.133749 3.978 2.327 0.076 -0.016
N -0.572028 2.109853 -0.159135 -3.901 -1.436 -0.160 0.166
C -0.503330 0.891604 0.083398 -3.995 -1.681 0.216 -0.313
C -1.943523 -0.126487 0.108570 1.343 0.862 -1.801 -0.296
O -3.100962 0.134612 -0.198942 2.343 -0.456 1.285 0.044
N -1.314666 -1.363392 0.144381 -2.475 2.677 0.429 0.045
N 0.034859 -1.344214 0.193141 2.180 0.908 -1.971 -0.011
N 0.499546 0.035054 0.322546 -0.017 -2.333 0.104 -0.119
C 1.814322 0.220986 -0.268284 -0.981 1.837 -0.829 -0.026
H -1.789401 -2.220740 0.241059 -0.438 -0.941 -0.096 0.144
H 0.398360 -1.909906 0.899969 0.509 -0.587 1.890 0.109
H 2.528646 0.232388 0.535053 0.681 -0.133 -0.050 0.072
H 2.008462 -0.519826 -1.070702 -0.070 0.469 0.605 0.098
H 1.704486 1.280529 -0.697300 0.842 -1.512 0.304 0.103
```
Positions in Å, forces in eV/Å.

Computed properties:
Charge: 0
Spin multiplicity: 1
LUMO in eV: 0.72
Largest force on an atom in eV/Å: 4.61
SMILES: [H]/N=c1/c(=O)[nH][nH]n1C


Entry 3:
# C18H26N4O3S2

C18H26N4O3S2 as an isolated structure in a non-equilibrium geometry (ωB97M-V with the def2-TZVPD basis set, the OMol25 dataset).

Geometry as XYZ:
```
53
Properties=species:S:1:pos:R:3:forces:R:3:lowdin_charge:R:1
C 3.369477 2.496305 2.855359 -0.181 0.025 -0.185 -0.106
C 2.098622 2.096849 2.113213 0.021 -0.140 0.253 -0.260
C 1.607607 0.691518 2.466597 0.206 0.041 -0.228 -0.195
H 0.622074 0.536228 2.024739 0.030 -0.009 0.087 0.063
H 1.502137 0.615700 3.550089 -0.071 -0.010 0.094 0.118
C 2.535122 -0.435656 2.001237 -0.217 0.035 0.329 -0.170
N 2.638281 -0.513471 0.559864 0.266 0.391 0.148 0.098
C 1.972037 -1.411320 -0.181242 0.357 -0.133 -0.454 -0.462
O 1.271002 -2.278922 0.323564 0.419 -0.138 -0.225 -0.081
C 2.206284 -1.341139 -1.693639 -0.074 -0.169 -0.134 -0.218
C 2.402780 0.076783 -2.235919 0.042 0.005 0.174 -0.145
C 1.199416 0.965687 -1.893594 -0.045 -0.079 0.029 -0.137
C -0.072653 0.122929 -1.745642 -0.190 0.196 -0.187 -0.315
C -0.056420 -0.985230 -2.796333 -0.059 0.038 0.213 -0.133
C 1.037156 -2.004304 -2.441805 -0.014 -0.065 0.015 -0.134
H 0.624378 -2.780231 -1.795221 0.036 0.007 -0.110 0.111
H 1.401946 -2.484620 -3.350291 0.054 -0.023 0.015 0.116
H -1.024256 -1.486681 -2.835335 -0.039 0.005 -0.068 0.119
H 0.126523 -0.547774 -3.779656 -0.047 0.037 -0.101 0.122
C -1.323229 0.997186 -1.794931 0.006 -0.313 -0.531 -0.200
N -1.440637 1.803642 -0.591555 -0.957 0.229 0.627 -0.115
S -2.968748 1.864206 0.060827 0.356 0.425 0.082 0.637
O -3.859504 2.409507 -0.919020 0.040 -0.342 -0.180 -0.282
O -2.849095 2.522078 1.327837 0.177 -0.326 0.059 -0.281
C -3.447345 0.153862 0.338235 -0.334 0.944 -0.351 -0.220
C -4.726860 -0.240765 0.055730 0.371 0.452 -0.097 -0.042
C -5.165602 -1.549266 0.322812 0.095 -0.548 0.236 -0.057
C -4.327840 -2.480998 0.880482 -0.470 0.013 -0.165 -0.004
C -3.012572 -2.100997 1.179338 0.624 0.760 -0.081 -0.337
N -2.040942 -2.847747 1.723106 0.129 -0.671 0.363 -0.207
S -0.713178 -1.979970 1.834687 -1.745 0.316 0.029 1.130
N -1.271169 -0.595281 1.238613 0.436 0.280 0.188 -0.208
C -2.559800 -0.764902 0.903800 0.431 -1.139 0.472 -0.319
H -4.651622 -3.486756 1.095156 -0.072 -0.102 0.003 0.116
H -6.183645 -1.816065 0.084369 -0.079 -0.031 -0.013 0.108
H -5.391218 0.485469 -0.385498 -0.125 0.038 -0.069 0.116
H -0.813434 1.514805 0.145652 0.176 -0.060 0.200 0.075
H -2.216693 0.366497 -1.891507 0.146 -0.047 -0.152 0.115
H -1.301531 1.673989 -2.654889 -0.009 -0.171 -0.054 0.129
H -0.074089 -0.358074 -0.762755 -0.044 0.042 -0.094 0.104
H 1.371047 1.522364 -0.971851 0.064 0.087 0.015 0.094
H 1.054225 1.699731 -2.688206 -0.028 0.075 -0.010 0.122
H 3.332953 0.526110 -1.880799 0.055 0.024 -0.085 0.108
H 2.498712 -0.008393 -3.320010 0.082 0.023 0.008 0.121
H 3.115895 -1.928088 -1.870764 -0.071 0.033 0.069 0.154
H 3.188216 0.195764 0.106195 -0.061 -0.106 -0.145 0.128
H 3.538597 -0.301326 2.413005 -0.057 -0.096 0.021 0.118
H 2.141059 -1.395417 2.343253 0.190 0.075 0.000 0.103
H 2.267175 2.175935 1.036550 -0.084 0.054 -0.086 0.085
H 1.305605 2.803237 2.365530 -0.017 0.035 -0.113 0.112
H 4.212491 1.870494 2.570964 0.142 -0.041 0.023 0.062
H 3.224315 2.408065 3.929467 0.038 -0.005 0.140 0.076
H 3.626928 3.528439 2.630189 0.105 0.079 0.025 0.071
```
Positions in Å, forces in eV/Å.

Computed properties:
Charge: 0
Spin multiplicity: 1
LUMO in eV: -0.69
Largest force on an atom in eV/Å: 1.77


Table of HOMO-LUMO gap (eV), in record order: 6.7771, 9.2004, 8.5814
Table of relative energy (zero: lowest compared OMol25 entry of this formula, charge and spin) (kJ/mol), in record order: 50.0, 377.6, 93.3